Here is a molecular structure, C16H19BN6SSn at a distorted geometry from the OMol25 dataset. Energies are from the ωB97M-V functional and the def2-TZVPD basis.

The strongest force on any atom comes out at 3.9 eV/A. As for the net charge: +2. For the energy, the calculation gives -1586.39896 Eh. The energy above the lowest of the compared OMol25 structures with the same formula, charge and spin is 0.0 kcal/mol. For the LUMO energy (alpha / beta), the calculation gives -10.20 / -10.64 eV.

Geometry (Å):
H 1.139 -3.759 0.361
N -0.051 -2.465 -0.839
B -1.414 -1.328 -2.762
N -0.609 -2.529 -2.098
C -0.316 -3.739 -2.619
Sn 0.093 -0.691 0.362
H -0.747 -4.028 -3.571
C 0.508 -4.418 -1.715
H 0.957 -5.383 -1.844
C 0.641 -3.602 -0.591
H -2.046 -1.662 -3.722
C 1.208 4.084 0.886
H 0.896 4.286 1.915
H 1.240 2.995 0.742
H 0.479 4.506 0.185
N -0.404 -0.214 -3.159
N -2.348 -0.647 -1.690
N 0.306 0.349 -2.131
N -1.925 -0.363 -0.423
C -0.136 0.430 -4.314
C -3.631 -0.247 -1.804
H -0.613 0.140 -5.230
H -4.166 -0.389 -2.729
C 0.793 1.427 -4.024
C -4.042 0.266 -0.580
C 1.032 1.349 -2.644
C -2.968 0.128 0.294
H 1.236 2.122 -4.698
H -5.011 0.679 -0.354
H 1.668 1.960 -2.006
H -2.924 0.287 1.365
H 2.193 4.472 0.688
S -0.596 -1.262 2.744
C 0.672 -0.331 3.494
C 0.268 0.695 4.371
C 1.205 1.577 4.900
C 2.570 1.423 4.619
C 2.986 0.345 3.827
C 2.056 -0.548 3.291
H -0.795 0.784 4.590
H 0.868 2.376 5.558
H 3.304 2.131 5.016
H 4.051 0.198 3.646
H 2.375 -1.401 2.693

Mulliken atomic charge list, values in e, 4 entries: atom 1 (H): 0.426, atom 2 (N): -0.010, atom 3 (B): -0.056, atom 4 (N): 0.043



Here is 2 unconnected molecules or ions with the total composition C4H9N3 at a distorted geometry from the OMol25 dataset. Energies are from the ωB97M-V functional and the def2-TZVPD basis.

The strongest force on any atom comes out at 2.1 eV/A. For the energy, the calculation gives -321.86234 Eh. The energy above the lowest of the compared OMol25 structures with the same formula, charge and spin is 143.1 kcal/mol. For the LUMO energy (alpha / beta), the calculation gives 0.31 / 0.09 eV.

Geometry (Å):
C -0.022 1.532 0.292
C -1.150 -0.383 -0.085
N 2.099 -1.657 0.288
N 0.617 1.995 -0.829
C -0.048 -1.190 -0.228
C -2.445 -0.378 0.138
N 1.167 -0.667 -0.011
H 1.905 -2.137 1.167
H 3.017 -1.235 0.363
H 1.515 1.554 -0.993
H 0.056 1.990 -1.669
H -0.138 -2.218 -0.606
H 0.574 1.468 1.190
H -1.007 1.943 0.461
H -2.953 -0.663 1.059
H -3.187 0.047 -0.538

Mulliken atomic charge list, values in e, 4 entries: atom 1 (C): -0.656, atom 2 (C): 0.164, atom 3 (N): -0.745, atom 4 (N): -0.425



Here is 14 unconnected molecules or ions with the total composition C45H112Cl3N13O13 at a distorted geometry from the OMol25 dataset. Energies are from the ωB97M-V functional and the def2-TZVPD basis.

The strongest force on any atom comes out at 3.7 eV/A. For the energy, the calculation gives -4852.07729 Eh. For the LUMO energy, the calculation gives 0.16 eV.

Geometry (Å):
C 2.348 -21.458 5.861
Cl 1.718 -20.417 4.560
Cl 2.001 -20.692 7.399
Cl 4.118 -21.698 5.711
H 1.752 -22.370 5.811
C 3.823 -20.794 -0.726
C 2.673 -21.736 -1.143
C 2.404 -21.648 -2.651
O 2.258 -20.270 -3.033
C 1.939 -19.983 -4.420
N 2.890 -23.085 -0.712
H 4.086 -21.012 0.309
H 3.505 -19.752 -0.774
H 4.624 -20.861 -1.463
H 1.777 -21.448 -0.592
H 1.479 -22.161 -2.913
H 3.265 -22.048 -3.187
H 1.265 -20.721 -4.856
H 2.828 -20.021 -5.050
H 1.411 -19.045 -4.591
H 2.026 -23.602 -0.637
H 3.147 -23.146 0.263
C 6.918 -19.316 6.738
C 7.380 -18.907 5.348
C 6.525 -17.750 4.734
O 5.246 -18.238 4.328
C 5.144 -19.120 3.180
N 8.768 -18.392 5.487
H 7.678 -19.857 7.302
H 5.946 -19.808 6.721
H 6.738 -18.363 7.235
H 7.437 -19.818 4.753
H 7.010 -17.486 3.794
H 6.568 -16.961 5.485
H 5.554 -18.737 2.246
H 4.115 -19.423 2.988
H 5.738 -20.023 3.323
H 9.477 -19.012 5.851
H 9.169 -18.067 4.619
C 0.684 -22.322 14.048
C 1.241 -21.342 13.004
C 2.513 -20.602 13.453
O 2.182 -19.556 14.319
C 3.358 -19.078 14.909
N 1.402 -22.124 11.743
H -0.369 -22.594 13.983
H 0.742 -21.827 15.017
H 1.366 -23.158 14.205
H 0.481 -20.581 12.827
H 3.012 -20.119 12.613
H 3.155 -21.440 13.727
H 3.914 -18.509 14.164
H 3.876 -19.899 15.405
H 3.056 -18.373 15.683
H 2.042 -22.878 11.947
H 1.874 -21.562 11.050
C 7.776 -21.051 11.325
C 6.767 -21.993 10.841
C 5.783 -22.355 11.983
O 6.466 -22.884 13.096
C 5.681 -22.923 14.254
N 6.040 -21.485 9.695
H 7.284 -20.151 11.695
H 8.546 -20.741 10.618
H 8.407 -21.440 12.124
H 7.227 -22.927 10.518
H 5.037 -22.989 11.505
H 5.299 -21.416 12.254
H 5.097 -23.840 14.327
H 5.067 -22.045 14.449
H 6.365 -23.107 15.083
H 6.642 -21.046 9.013
H 5.448 -20.697 9.916
C 0.079 -23.195 2.700
C 0.336 -24.394 3.472
C -0.617 -24.523 4.689
O -0.500 -23.431 5.578
C -1.382 -23.529 6.714
N 0.180 -25.602 2.584
H 0.432 -22.335 3.269
H -1.006 -23.155 2.606
H 0.633 -23.191 1.761
H 1.308 -24.453 3.963
H -0.423 -25.472 5.190
H -1.650 -24.644 4.363
H -2.388 -23.391 6.320
H -1.096 -22.840 7.509
H -1.331 -24.482 7.240
H 0.914 -26.193 2.948
H -0.750 -25.988 2.512
C 2.018 -15.211 8.052
O 0.918 -14.661 8.351
N 2.155 -16.267 7.215
C 3.430 -16.878 6.964
C 1.028 -16.810 6.399
H 2.917 -14.833 8.564
H 3.616 -17.612 7.748
H 4.285 -16.208 7.055
H 3.369 -17.270 5.949
H 0.031 -16.453 6.657
H 1.228 -16.764 5.329
H 0.988 -17.887 6.560
C -1.096 -18.914 8.134
O -1.645 -18.449 7.163
N -1.636 -19.867 8.914
C -1.001 -20.239 10.182
C -2.904 -20.446 8.661
H -0.136 -18.568 8.547
H -0.871 -21.316 10.296
H -1.539 -19.843 11.043
H 0.054 -19.979 10.266
H -3.159 -20.213 7.628
H -2.784 -21.529 8.649
H -3.591 -20.087 9.428
C 8.848 -24.878 5.661
O 9.192 -25.594 6.603
N 8.172 -23.732 5.755
C 7.658 -23.152 7.008
C 7.775 -23.148 4.548
H 9.166 -25.142 4.641
H 7.660 -23.830 7.862
H 6.606 -22.905 6.866
H 8.211 -22.224 7.151
H 6.698 -23.092 4.391
H 8.143 -22.130 4.417
H 8.190 -23.718 3.717
C 2.080 -25.165 6.691
O 2.927 -25.290 5.809
N 2.447 -24.623 7.881
C 1.462 -24.158 8.913
C 3.733 -24.194 8.415
H 1.025 -25.467 6.783
H 1.804 -24.375 9.925
H 0.574 -24.782 8.817
H 1.137 -23.118 8.865
H 4.603 -24.502 7.835
H 3.725 -23.110 8.530
H 3.956 -24.638 9.385
C -4.412 -20.797 2.526
O -4.975 -20.877 1.409
N -4.210 -21.837 3.367
C -3.518 -21.667 4.626
C -4.762 -23.171 2.987
H -4.000 -19.867 2.948
H -4.086 -22.189 5.397
H -3.456 -20.613 4.897
H -2.492 -22.034 4.593
H -3.986 -23.938 2.978
H -5.545 -23.429 3.700
H -5.012 -23.138 1.927
C -0.237 -17.873 0.094
O 0.617 -17.101 -0.307
N -0.027 -18.882 0.979
C -1.123 -19.773 1.299
C 1.261 -19.072 1.620
H -1.309 -17.810 -0.146
H -2.155 -19.520 1.055
H -1.224 -19.867 2.381
H -0.807 -20.757 0.953
H 1.150 -18.730 2.649
H 1.548 -20.123 1.643
H 2.061 -18.529 1.117
C 4.379 -24.023 2.919
O 4.020 -23.132 2.160
N 5.375 -24.908 2.750
C 5.664 -25.814 3.797
C 6.119 -25.030 1.535
H 3.912 -24.086 3.914
H 5.529 -26.841 3.461
H 5.130 -25.728 4.744
H 6.691 -25.883 4.155
H 5.757 -24.334 0.778
H 7.087 -24.746 1.947
H 6.151 -26.025 1.092
C 5.230 -17.435 10.528
O 5.136 -18.649 10.255
N 4.106 -16.804 10.883
C 4.100 -15.489 11.501
C 2.717 -17.319 10.888
H 6.153 -16.841 10.453
H 3.679 -15.557 12.504
H 3.482 -14.709 11.056
H 5.083 -15.060 11.691
H 2.175 -17.187 11.824
H 2.138 -16.849 10.093
H 2.919 -18.372 10.691

Mulliken atomic charge list, values in e, 4 entries: atom 1 (C): -0.114, atom 2 (Cl): 0.375, atom 3 (Cl): 0.267, atom 4 (Cl): 0.793



Here is a molecular structure, C35H28BrI2MoN7O from the OMol25 dataset. Energies are from the ωB97M-V functional and the def2-TZVPD basis.

The strongest force on any atom comes out at 0.6 eV/A. As for the net charge: +2. Its spin multiplicity is 3. For the energy, the calculation gives -5046.26237 Eh. The energy above the lowest of the compared OMol25 structures with the same formula, charge and spin is 0.0 kcal/mol. For the LUMO energy (alpha / beta), the calculation gives -6.84 / -7.59 eV.

Geometry (Å):
Mo 0.099 -0.146 0.361
C 1.973 -0.107 -4.958
C 2.190 -1.292 -4.267
C 1.445 -1.583 -3.137
C 0.480 -0.685 -2.680
C 0.252 0.493 -3.379
C 0.998 0.776 -4.516
N -0.225 -1.029 -1.474
C -1.024 -2.121 -1.547
C -1.569 -2.684 -2.723
C -2.379 -3.782 -2.617
C -2.673 -4.387 -1.368
C -2.145 -3.883 -0.217
C -1.318 -2.743 -0.308
N -0.644 -2.158 0.709
N -0.691 -2.672 1.889
C 0.264 -2.115 2.693
C 0.527 -2.664 3.950
C 1.620 -2.215 4.654
C 2.446 -1.242 4.081
C 2.101 -0.720 2.859
N 1.000 -1.102 2.179
H 2.549 0.118 -5.845
H 2.935 -1.996 -4.617
H 1.602 -2.512 -2.601
H -0.514 1.174 -3.048
H 0.806 1.689 -5.064
H -1.359 -2.235 -3.684
H -2.816 -4.201 -3.514
H -3.317 -5.254 -1.340
H -2.337 -4.326 0.750
H -0.116 -3.453 4.313
H 1.858 -2.630 5.623
H 3.342 -0.901 4.577
H 2.729 0.024 2.380
I -2.278 7.259 0.337
C -1.663 5.288 0.057
C -2.359 4.457 -0.810
C -1.940 3.152 -1.011
I -3.061 1.881 -2.228
C -0.795 2.670 -0.369
O -0.289 1.454 -0.621
C -0.143 3.496 0.551
C 0.943 2.859 1.366
N 0.431 1.576 1.944
C -0.763 1.796 2.799
C -1.959 0.981 2.388
C -3.140 1.109 3.102
C -4.281 0.473 2.650
C -4.215 -0.258 1.471
C -3.005 -0.362 0.827
N -1.880 0.215 1.289
C -0.570 4.796 0.758
H -3.234 4.826 -1.327
H 1.826 2.616 0.774
H 1.252 3.530 2.171
H 1.156 1.237 2.563
H -0.519 1.624 3.849
H -1.064 2.842 2.714
H -3.162 1.722 3.993
H -5.211 0.562 3.194
H -5.088 -0.740 1.055
H -2.919 -0.920 -0.094
H -0.054 5.427 1.471
Br 6.211 -0.509 -2.634
C 4.597 -0.352 -1.708
C 4.160 -1.375 -0.875
C 2.953 -1.230 -0.232
N 2.177 -0.139 -0.359
C 2.611 0.841 -1.173
C 3.807 0.780 -1.853
H 4.743 -2.275 -0.743
H 2.576 -2.024 0.400
H 1.954 1.689 -1.301
H 4.105 1.592 -2.500

Mulliken atomic charge list, values in e, 4 entries: atom 1 (Mo): -1.562, atom 2 (C): -0.656, atom 3 (C): -0.993, atom 4 (C): 0.540



Here is a gas-phase ion, CH4NO2 (charge +1) at a distorted geometry from the OMol25 dataset. Energies are from the ωB97M-V functional and the def2-TZVPD basis.

The strongest force on any atom comes out at 2.9 eV/A. As for the net charge: +1. For the energy, the calculation gives -245.23384 Eh. The energy above the lowest of the compared OMol25 structures with the same formula, charge and spin is 155.5 kcal/mol. For the LUMO energy (alpha / beta), the calculation gives -5.90 / -5.98 eV.

Geometry (Å):
C 1.081 0.327 0.361
N -0.197 -0.311 -0.074
O 3.319 0.108 0.152
O 2.126 -0.281 -0.025
H 1.076 1.382 0.467
H -0.600 -1.122 0.388
H -0.399 -0.354 -1.055
H -1.039 0.258 0.169

Mulliken atomic charge list, values in e, 4 entries: atom 1 (C): -0.005, atom 2 (N): -0.350, atom 3 (O): -0.297, atom 4 (O): 0.139



Here is 5 unconnected molecules or ions with the total composition C23H28Cl2F13NO13P at a distorted geometry from the OMol25 dataset. Energies are from the ωB97M-V functional and the def2-TZVPD basis.

The strongest force on any atom comes out at 6.7 eV/A. As for the net charge: -1. For the energy, the calculation gives -4486.17534 Eh. For the LUMO energy, the calculation gives 2.13 eV.

Geometry (Å):
C 3.107 1.418 0.605
C 3.366 0.886 -0.891
Cl 4.287 2.055 -1.978
C 2.913 -0.397 -1.351
Cl 3.305 -0.818 -3.078
N 2.163 -1.208 -0.386
C 0.691 -1.274 -0.635
C -0.026 -0.859 0.773
C -1.404 -0.084 0.585
O -2.512 -0.595 0.346
F -1.372 1.360 0.684
C 0.151 -0.457 -1.896
O 0.084 0.810 -2.008
O -0.318 -1.229 -2.966
P 2.893 -2.761 -0.010
O 3.817 -2.455 1.441
O 4.076 -3.246 -1.146
H 2.411 2.338 0.577
H 2.653 0.630 1.294
H 4.136 1.682 1.060
H 0.418 -2.384 -0.791
H 0.647 -0.187 1.424
H -0.225 -1.802 1.407
H 4.770 -2.412 1.160
H 4.706 -2.493 -1.312
C -1.406 -4.868 5.350
C -1.820 -3.467 5.754
O -0.745 -2.786 6.421
C 0.222 -2.286 5.623
O 0.228 -2.385 4.423
C 1.275 -1.553 6.449
F 1.676 -2.265 7.525
F 0.811 -0.375 6.921
F 2.385 -1.272 5.744
H -1.039 -5.425 6.217
H -2.246 -5.407 4.911
H -0.593 -4.847 4.621
H -2.647 -3.522 6.466
H -2.171 -2.886 4.896
C -5.939 -3.427 1.739
C -5.724 -4.927 1.694
O -4.592 -5.258 0.875
C -3.383 -5.086 1.447
O -3.215 -4.681 2.569
C -2.271 -5.510 0.492
F -2.437 -5.008 -0.747
F -2.210 -6.854 0.354
F -1.055 -5.112 0.903
H -6.028 -3.022 0.728
H -6.844 -3.183 2.300
H -5.095 -2.919 2.210
H -6.593 -5.407 1.237
H -5.613 -5.352 2.696
C -3.358 3.144 -0.416
C -4.522 3.782 -1.148
O -5.341 4.548 -0.245
C -4.870 5.765 0.092
O -3.831 6.226 -0.309
C -5.850 6.483 1.015
F -6.286 5.695 2.021
F -6.952 6.899 0.351
F -5.317 7.576 1.592
H -3.716 2.545 0.425
H -2.783 2.504 -1.088
H -2.686 3.900 -0.003
H -5.162 3.001 -1.566
H -4.184 4.403 -1.983
C 7.296 3.878 -8.309
C 6.669 2.900 -7.335
O 6.495 3.503 -6.044
C 5.435 4.330 -5.918
O 4.661 4.578 -6.807
C 5.339 4.868 -4.494
F 6.525 5.320 -4.030
F 4.926 3.920 -3.628
F 4.474 5.892 -4.381
H 8.232 4.273 -7.908
H 7.495 3.395 -9.268
H 6.641 4.735 -8.487
H 7.337 2.047 -7.195
H 5.719 2.507 -7.708

Mulliken atomic charge list, values in e, 4 entries: atom 1 (C): -0.814, atom 2 (C): 0.202, atom 3 (Cl): -0.020, atom 4 (C): -0.112